The following is a quantum chemistry calculation of a cluster of 4 separate species, C30H40BF2N2O4P2 in total in a non-equilibrium geometry, from OMol25.

```
81
Properties=species:S:1:pos:R:3:mulliken_charge:R:1
C 3.6875 -5.0216 -1.6386 -1.068
C 3.8681 -4.2422 -3.0700 0.692
C 5.1945 -4.9499 -3.8038 -1.287
C 4.0808 -2.6213 -2.9607 0.227
C 5.5339 -2.1698 -2.3100 -1.236
C 2.8949 -1.8182 -2.1523 -0.494
O 1.9790 -1.0448 -3.0023 -0.349
C 0.6129 -1.5847 -3.0044 0.490
C -0.3153 -1.9320 -1.6993 0.293
F 0.2142 -1.7269 -0.3219 -0.325
C -1.8339 -2.5333 -1.8387 0.208
F -2.5724 -2.8414 -0.5728 -0.216
N -2.4304 -2.7862 -3.2388 0.076
P -4.0903 -3.5026 -3.2290 0.176
N -4.0292 -4.8836 -4.1099 -0.581
C -1.6604 -2.4494 -4.5279 0.058
P -2.5446 -2.7595 -6.2353 0.408
O -1.9963 -4.1020 -6.9195 -0.567
C -0.1061 -1.8328 -4.4942 0.414
C 0.7162 -1.4678 -5.8794 -1.031
B 1.2012 -2.8885 -6.5501 0.581
O 0.9778 -4.1275 -5.7519 -0.521
O 1.8720 -3.0047 -7.8627 -0.558
H 4.1364 -6.1133 -1.6228 0.344
H 4.0434 -4.3472 -0.7494 0.230
H 2.5130 -5.1643 -1.4857 0.244
H 2.9234 -4.4495 -3.7348 0.000
H 5.6744 -4.2713 -4.6276 0.291
H 5.9592 -5.1591 -2.9126 0.332
H 4.8557 -6.0126 -4.1855 0.355
H 4.0859 -2.2014 -4.0719 0.169
H 6.4631 -2.6634 -2.8292 0.330
H 5.5766 -0.9820 -2.3970 0.357
H 5.4801 -2.4061 -1.1475 0.278
H 3.4566 -1.0206 -1.4640 0.233
H 2.3829 -2.5677 -1.4145 0.199
H -4.4885 -3.9331 -1.8818 0.179
H -5.0335 -2.5333 -3.7296 0.181
H -3.0210 -4.9664 -4.4290 0.265
H -2.3275 -1.5901 -7.0977 0.158
H -3.9972 -2.8121 -6.0338 0.171
H 0.0739 -0.7878 -6.6211 0.349
H 1.6848 -0.8170 -5.6295 0.289
H 0.7028 -4.8246 -6.4287 0.303
H 2.8055 -3.3217 -7.6365 0.335
C -1.8683 0.2527 2.2093 -0.396
C -2.3362 1.1139 3.2014 -0.835
C -1.5005 2.1037 3.7177 -0.013
C -0.1987 2.2389 3.2342 -0.441
C 0.2679 1.3802 2.2394 -0.729
C -0.5648 0.3843 1.7297 0.014
H -2.5187 -0.5208 1.8096 0.359
H -3.3527 1.0129 3.5732 0.384
H -1.8631 2.7702 4.4955 0.392
H 0.4511 3.0134 3.6329 0.503
H 1.2818 1.4867 1.8616 0.345
H -0.1992 -0.2881 0.9586 0.417
C -3.9165 6.3541 3.0471 -0.418
C -3.0749 5.3138 2.6543 -0.382
C -1.6923 5.4957 2.6560 -0.302
C -1.1503 6.7161 3.0604 -0.519
C -1.9918 7.7552 3.4568 -0.390
C -3.3749 7.5762 3.4462 -0.423
H -4.9941 6.2130 3.0424 0.373
H -3.4971 4.3606 2.3458 0.398
H -1.0371 4.6872 2.3435 0.514
H -0.0727 6.8565 3.0664 0.372
H -1.5693 8.7056 3.7734 0.377
H -4.0303 8.3878 3.7498 0.380
C -1.5070 4.2195 9.4169 -0.381
C -0.7126 3.0791 9.3020 -0.406
C -0.2427 2.6787 8.0516 -0.555
C -0.5595 3.4250 6.9162 0.037
C -1.3509 4.5675 7.0316 -0.291
C -1.8284 4.9627 8.2809 -0.507
H -1.8758 4.5294 10.3912 0.359
H -0.4600 2.5015 10.1878 0.356
H 0.3707 1.7863 7.9615 0.370
H -0.1894 3.1158 5.9422 0.238
H -1.5963 5.1499 6.1469 0.440
H -2.4495 5.8497 8.3697 0.377
```

Calculated values
largest force on an atom: 0.11475 hartree/bohr
multiplicity: 1
highest occupied orbital energy: -0.384 Eh
total charge: +1